{"formula": "C45H81FO18P2Si", "method": "ωB97M-V/def2-TZVPD", "total_energy_ev": -113997.809, "charge": 0, "smiles": "CCc1c(P(O)O)cc2c(c1[PH2]=O)C(=O)c1cc(CCO[Si](C)(C)C)c(F)cc1C2=O.COCCOCCOC.COCCOCCOC.COCCOCCOC.COCCOCCOC", "species": ["C", "C", "C", "C", "P", "O", "O", "C", "C", "C", "C", "P", "O", "C", "O", "C", "C", "C", "C", "C", "O", "Si", "C", "C", "C", "C", "F", "C", "C", "C", "O", "H", "H", "H", "H", "H", "H", "H", "H", "H", "H", "H", "H", "H", "H", "H", "H", "H", "H", "H", "H", "H", "H", "H", "H", "H", "C", "O", "C", "C", "O", "C", "C", "O", "C", "H", "H", "H", "H", "H", "H", "H", "H", "H", "H", "H", "H", "H", "H", "C", "O", "C", "C", "O", "C", "C", "O", "C", "H", "H", "H", "H", "H", "H", "H", "H", "H", "H", "H", "H", "H", "H", "C", "O", "C", "C", "O", "C", "C", "O", "C", "H", "H", "H", "H", "H", "H", "H", "H", "H", "H", "H", "H", "H", "H", "C", "O", "C", "C", "O", "C", "C", "O", "C", "H", "H", "H", "H", "H", "H", "H", "H", "H", "H", "H", "H", "H", "H"], "xyz": [[3.083, -4.676, -1.374], [4.451, -3.930, -1.805], [4.052, -2.420, -2.055], [4.222, -1.873, -3.437], [4.938, -2.873, -4.865], [3.724, -3.786, -5.647], [5.529, -1.768, -6.021], [3.810, -0.452, -3.729], [3.250, 0.372, -2.629], [3.122, -0.185, -1.244], [3.519, -1.577, -0.928], [3.309, -2.217, 0.819], [4.237, -3.380, 1.145], [2.506, 0.824, -0.197], [2.903, 0.950, 0.944], [1.323, 1.693, -0.764], [0.102, 1.939, 0.053], [-0.989, 2.726, -0.542], [-2.360, 3.025, 0.190], [-3.323, 1.816, -0.247], [-3.009, 0.724, 0.643], [-3.032, -0.812, -0.122], [-1.280, -1.534, -0.444], [-4.109, -0.917, -1.686], [-3.832, -2.016, 1.153], [-0.845, 3.288, -1.916], [-1.831, 4.058, -2.515], [0.368, 3.054, -2.747], [1.437, 2.235, -2.150], [2.767, 1.849, -2.902], [3.355, 2.609, -3.643], [2.894, -5.588, -2.005], [2.219, -3.957, -1.529], [3.085, -4.985, -0.295], [4.792, -4.448, -2.737], [5.200, -4.034, -0.973], [3.013, -3.998, -5.005], [4.768, -1.349, -6.475], [3.917, -0.077, -4.778], [3.592, -1.204, 1.798], [1.928, -2.570, 1.040], [-0.007, 1.543, 1.098], [-2.772, 3.994, -0.218], [-2.247, 3.080, 1.305], [-4.392, 2.109, -0.049], [-3.089, 1.624, -1.330], [-1.391, -2.654, -0.600], [-0.803, -1.126, -1.377], [-0.645, -1.397, 0.477], [-4.239, -2.004, -1.949], [-3.498, -0.472, -2.538], [-5.067, -0.335, -1.637], [-3.656, -3.062, 0.770], [-3.368, -1.922, 2.174], [-4.959, -1.885, 1.171], [0.462, 3.453, -3.785], [2.177, 6.989, 2.291], [0.906, 7.606, 2.337], [0.169, 7.408, 1.138], [-1.317, 7.615, 1.386], [-1.947, 6.480, 1.977], [-1.672, 6.272, 3.363], [-2.389, 7.259, 4.270], [-1.676, 8.488, 4.323], [-2.480, 9.549, 4.798], [2.773, 7.392, 1.465], [2.689, 7.194, 3.231], [2.071, 5.904, 2.184], [0.338, 6.396, 0.750], [0.524, 8.140, 0.402], [-1.805, 7.738, 0.415], [-1.509, 8.524, 1.960], [-0.598, 6.248, 3.552], [-2.057, 5.272, 3.584], [-2.432, 6.856, 5.290], [-3.407, 7.425, 3.900], [-3.327, 9.718, 4.124], [-1.871, 10.453, 4.820], [-2.840, 9.338, 5.811], [-7.461, -3.905, 6.043], [-7.208, -4.884, 5.057], [-7.086, -4.320, 3.758], [-6.334, -5.266, 2.836], [-4.920, -5.208, 3.007], [-4.413, -5.841, 4.182], [-4.436, -7.359, 4.102], [-5.735, -7.850, 4.409], [-5.921, -9.177, 3.960], [-8.391, -3.368, 5.827], [-7.558, -4.408, 7.005], [-6.624, -3.200, 6.104], [-6.557, -3.360, 3.808], [-8.098, -4.154, 3.369], [-6.509, -4.939, 1.806], [-6.706, -6.289, 2.915], [-4.917, -5.471, 5.077], [-3.369, -5.523, 4.250], [-3.740, -7.775, 4.841], [-4.137, -7.678, 3.098], [-5.827, -9.227, 2.870], [-6.929, -9.490, 4.234], [-5.198, -9.850, 4.432], [3.618, 2.452, 3.502], [4.161, 2.852, 4.745], [5.579, 2.755, 4.768], [6.153, 3.637, 5.864], [6.239, 5.011, 5.488], [5.005, 5.727, 5.466], [4.471, 6.045, 6.853], [3.795, 4.916, 7.394], [3.646, 5.008, 8.795], [3.882, 1.414, 3.280], [2.533, 2.537, 3.561], [3.973, 3.111, 2.703], [5.997, 3.056, 3.799], [5.840, 1.708, 4.963], [7.187, 3.325, 6.038], [5.617, 3.513, 6.806], [4.263, 5.214, 4.851], [5.233, 6.674, 4.968], [3.747, 6.867, 6.788], [5.300, 6.341, 7.506], [4.627, 5.036, 9.283], [3.117, 4.119, 9.139], [3.065, 5.895, 9.066], [-1.441, -3.958, -12.130], [-0.731, -3.736, -10.929], [-1.476, -4.130, -9.784], [-0.550, -4.363, -8.601], [0.093, -5.635, -8.636], [1.157, -5.768, -9.579], [2.422, -5.037, -9.162], [2.321, -3.654, -9.482], [3.258, -2.876, -8.765], [-2.380, -3.394, -12.135], [-0.820, -3.621, -12.959], [-1.643, -5.027, -12.261], [-2.040, -5.047, -9.993], [-2.178, -3.321, -9.547], [-1.162, -4.379, -7.695], [0.172, -3.553, -8.487], [0.832, -5.483, -10.581], [1.381, -6.838, -9.609], [3.280, -5.444, -9.711], [2.583, -5.167, -8.086], [3.077, -2.954, -7.690], [3.134, -1.833, -9.061], [4.281, -3.193, -8.997]], "mulliken_charge": [-1.01, -0.64, 0.18, 0.62, -0.03, -0.41, -0.40, -0.79, -0.04, 0.36, 0.38, 0.49, -0.69, -0.36, -0.33, 0.63, -0.42, 0.15, -0.96, -0.29, -0.37, 0.54, -0.78, -0.99, -0.99, 0.42, -0.36, -1.02, 0.75, -0.17, -0.52, 0.37, 0.27, 0.25, 0.30, 0.38, 0.33, 0.28, 0.20, 0.04, 0.05, 0.52, 0.34, 0.24, 0.26, 0.27, 0.39, 0.27, 0.09, 0.36, 0.30, 0.29, 0.23, 0.29, 0.22, 0.43, -0.65, -0.29, -0.42, -0.48, -0.41, -0.35, -0.67, -0.22, -0.79, 0.39, 0.17, 0.24, 0.22, 0.41, 0.43, 0.20, 0.21, 0.37, 0.44, 0.36, 0.33, 0.23, 0.31, -0.76, -0.26, -0.54, -0.46, -0.38, -0.43, -0.61, -0.26, -0.77, 0.32, 0.24, 0.32, 0.33, 0.42, 0.41, 0.19, 0.20, 0.40, 0.43, 0.35, 0.32, 0.23, 0.31, -0.70, -0.36, -0.56, -0.40, -0.49, -0.18, -0.64, -0.22, -0.81, 0.33, 0.27, 0.30, 0.34, 0.42, 0.40, 0.18, 0.06, 0.40, 0.44, 0.35, 0.33, 0.24, 0.31, -0.78, -0.25, -0.61, -0.31, -0.48, -0.47, -0.38, -0.31, -0.71, 0.32, 0.23, 0.33, 0.35, 0.42, 0.39, 0.14, 0.18, 0.42, 0.47, 0.17, 0.17, 0.37, 0.37]}

=====

{"formula": "C3H12N3O", "method": "ωB97M-V/def2-TZVPD", "total_energy_ev": -9818.673, "charge": 1, "species": ["C", "N", "C", "H", "H", "H", "H", "H", "H", "H", "H", "N", "C", "N", "O", "H", "H", "H", "H"], "xyz": [[-1.361, -1.405, -0.409], [0.074, -1.437, -0.802], [0.349, -0.880, -2.149], [-1.463, -1.836, 0.584], [-1.685, -0.375, -0.419], [-1.940, -1.969, -1.131], [0.407, -2.404, -0.775], [0.621, -0.913, -0.073], [-0.200, -1.447, -2.895], [1.412, -0.922, -2.344], [0.018, 0.151, -2.182], [0.818, 2.449, 0.751], [0.666, 1.262, 1.391], [-0.052, 1.288, 2.544], [1.178, 0.224, 0.965], [1.529, 2.477, 0.043], [0.627, 3.298, 1.252], [-0.705, 2.038, 2.698], [-0.292, 0.400, 2.951]], "mulliken_charge": [-0.90, -0.09, -0.87, 0.33, 0.33, 0.40, 0.38, 0.37, 0.38, 0.35, 0.33, -0.39, 0.66, -0.42, -0.79, 0.25, 0.21, 0.22, 0.24]}

=====

For the records above, the corresponding largest force on an atom values read 0.0769 0.0110 hartree/bohr.
For the records above, the corresponding lowest unoccupied orbital energy values read -1.3962 -2.7758 eV.
For the records above, the corresponding Kohn-Sham gap values read 7.3575 11.4546 eV.